Entry from OMol25: 2 unconnected molecules or ions with the total composition C3H2Cl2O2 in a non-equilibrium geometry (wB97M-V/def2-TZVPD).

Results
LUMO energy ... 0.48 eV
Energy relative to the best compared isomer or geometry (same formula, charge and spin) ... 11.3 kcal per mole
DFT total energy ... -32282.851 eV
E_HOMO ... -9.8 eV

Last column: Mulliken charge in e.
Cartesian coordinates (Å):
C 1.09 1.87 0.50  0.7648
C -0.48 -0.45 0.38  -0.9446
C -0.54 -1.29 -0.64  0.5733
O 1.09 1.64 -0.63  -0.3465
O 1.12 2.21 1.60  -0.3649
Cl 0.71 -2.29 -1.16  -0.1654
Cl -1.99 -1.47 -1.60  -0.1766
H 0.41 -0.11 0.85  0.3809
H -1.41 -0.12 0.70  0.2790

Entry from OMol25: 2 unconnected molecules or ions with the total composition C19H24BrN3O5 in a non-equilibrium geometry (wB97M-V/def2-TZVPD).

Results
LUMO energy ... 0.29 eV
DFT total energy ... -104843.175 eV
E_HOMO ... -8.3 eV

Last column: Mulliken charge in e.
Cartesian coordinates (Å):
O 0.23 2.16 -2.69  -0.7093
O 0.27 -4.75 -1.27  -0.6208
O -2.66 -1.49 0.71  -0.7158
Br -3.92 2.82 0.32  -0.1498
O 1.02 0.70 4.92  -0.5795
O 1.58 6.13 -1.50  -0.5164
C -0.19 2.67 -1.66  0.3147
C -0.45 -4.12 -2.03  0.7827
C -1.76 -2.30 0.53  0.0165
C -1.58 2.47 -1.30  -0.4058
C -1.19 3.84 0.68  -0.6632
C -2.08 3.04 -0.16  0.3386
C 0.13 4.01 0.33  -0.3451
C 1.51 -1.14 3.48  -0.9360
C 0.36 0.84 2.61  -0.6418
C 1.44 -1.73 2.21  -0.3971
C 0.29 0.24 1.34  0.2412
C 0.96 0.15 3.69  0.9489
C 0.83 -1.05 1.14  -0.0126
N -1.73 -3.36 1.34  -0.0726
N 0.65 3.41 -0.83  0.3644
N -0.87 -2.87 -1.83  -0.0467
C -0.89 -4.75 -3.33  -1.3328
C -0.77 -4.46 1.44  -0.7325
C 2.01 4.96 -2.19  -0.3598
C 2.02 3.75 -1.25  -0.9753
C 0.69 -1.73 -0.21  -1.3369
C -0.76 -2.03 -0.62  0.0873
H 0.49 1.50 4.97  0.2914
H 1.49 6.88 -2.12  0.3003
H -2.21 1.88 -1.96  0.4654
H -1.59 4.32 1.57  0.4707
H 0.77 4.64 0.95  0.3869
H 1.97 -1.65 4.30  0.4084
H -0.07 1.81 2.77  0.2906
H 1.86 -2.72 2.05  0.3983
H -0.20 0.75 0.53  0.2219
H -2.48 -3.36 2.02  0.3010
H -1.41 -2.47 -2.58  0.3120
H -1.97 -4.83 -3.34  0.3352
H -0.45 -5.75 -3.39  0.3469
H -0.55 -4.15 -4.16  0.3543
H -0.72 -4.81 2.47  0.3275
H -1.10 -5.28 0.80  0.2753
H 0.22 -4.14 1.13  0.1846
H 1.35 4.76 -3.05  0.3346
H 3.02 5.11 -2.58  0.3479
H 2.64 3.98 -0.38  0.3996
H 2.48 2.90 -1.75  0.3919
H 1.26 -2.66 -0.19  0.5444
H 1.15 -1.09 -0.97  0.4062
H -1.10 -1.05 -0.97  0.3601